[1]
The following is a DFT calculation (ωB97M-V/def2-TZVPD) of C16H31MoN2OPSi as an isolated structure at a distorted geometry.

Geometry (Å):
1 Mo 0.162516 0.673402 0.240427
2 Si -1.781002 1.230647 1.668079
3 P -1.269569 0.579098 -1.733216
4 N 1.757758 1.243536 -0.574021
5 H -0.962971 -0.335124 0.802201
6 C -0.875102 -0.256706 -3.340077
7 H -1.569937 0.039587 -4.140750
8 H -0.977159 -1.345140 -3.215170
9 H 0.146550 -0.038462 -3.658180
10 C -3.070840 0.143967 -1.836802
11 H -3.488342 0.522864 -2.782571
12 H -3.649943 0.540618 -0.998441
13 H -3.179955 -0.950593 -1.850457
14 C -1.146215 2.409564 -2.115011
15 H -1.835275 2.724643 -2.920443
16 H -0.111506 2.640140 -2.421043
17 H -1.367057 3.001147 -1.210571
18 C -3.099849 -0.061525 2.317653
19 H -2.638321 -0.994149 2.682215
20 H -3.795470 -0.369360 1.518223
21 H -3.719443 0.308232 3.144127
22 H -1.191805 1.807094 2.871957
23 H -2.607215 2.326252 1.140731
24 C 2.536046 2.314938 -0.639726
25 C 4.454064 3.603291 -1.471438
26 C 3.757617 2.397952 -1.386846
27 C 2.090127 3.501943 0.010547
28 C 2.810993 4.682743 -0.100145
29 C 3.994795 4.774926 -0.838723
30 H 5.376169 3.651855 -2.056822
31 H 4.081714 1.504284 -1.922944
32 H 1.140079 3.494706 0.557366
33 H 2.458433 5.593908 0.378972
34 H 4.552811 5.717614 -0.935184
35 C -1.970194 -4.089871 -1.316193
36 O -2.563392 -4.128326 -2.369519
37 C -0.470549 -4.252142 -1.165325
38 H -0.154430 -5.295846 -1.321517
39 H -0.130657 -3.972282 -0.170712
40 H 0.019974 -3.601640 -1.894546
41 C -2.665770 -3.664870 -0.008520
42 H -3.751718 -3.902835 -0.031215
43 H -2.540552 -2.554032 0.128172
44 H -2.237534 -4.214925 0.843856
45 C 1.992005 -2.564739 4.374565
46 C 2.643358 -1.693093 3.288995
47 C 1.758126 -1.217551 2.224938
48 N 1.054971 -0.500680 1.621524
49 H 1.226888 -2.027473 4.924431
50 H 2.720957 -2.887471 5.114310
51 H 1.539303 -3.471109 3.980859
52 H 3.070290 -0.795152 3.767174
53 H 3.476228 -2.243856 2.824809

Atomic forces in eV per Å
Mo 1.78 0.75 -1.77
Si -0.97 -0.71 0.28
P -1.07 0.70 -1.41
N -1.08 -1.72 0.37
H -1.72 -2.08 0.47
C 0.46 -0.05 0.12
H 0.15 0.11 0.40
H 0.06 0.30 0.07
H -0.05 -0.04 0.07
C 0.03 0.18 0.38
H 0.21 -0.01 0.32
H 0.10 -0.01 -0.08
H 0.15 0.28 0.08
C -0.30 -0.12 -0.43
H 0.23 -0.16 0.28
H -0.36 -0.21 0.14
H 0.02 -0.35 -0.29
C 0.18 0.00 -0.16
H 0.09 0.31 -0.15
H 0.23 0.16 0.11
H 0.14 0.16 -0.19
H 0.21 0.27 0.74
H -0.41 0.43 -0.21
C 1.21 2.30 -0.46
C 0.10 0.28 -0.02
C -0.76 0.20 0.42
C 0.67 0.43 -0.39
C 0.18 0.57 0.10
C 0.06 -0.90 -0.20
H -0.28 -0.08 0.14
H 0.01 0.26 0.19
H 0.36 -0.12 -0.15
H -0.13 -0.20 0.03
H -0.37 -0.53 0.11
C -0.44 0.99 0.85
O 0.41 -0.26 0.24
C 0.22 -0.32 -0.28
H -0.18 0.33 -0.20
H -0.11 0.11 0.03
H 0.04 -0.24 -0.03
C -0.65 -0.17 -0.16
H 0.67 0.30 -0.20
H 0.07 -1.04 -0.01
H 0.01 0.45 -0.19
C -0.24 -0.11 -0.02
C 0.67 -0.55 0.24
C -1.67 2.16 -0.37
N 2.31 -2.37 1.85
H -0.16 0.19 -0.08
H 0.27 0.13 -0.13
H -0.04 0.01 -0.22
H -0.12 -0.22 -0.34
H -0.21 0.21 0.12

The LUMO energy (alpha / beta) is -0.18 / -0.28 eV. As for the spin multiplicity: 3. The HOMO energy (alpha / beta) comes out at -6.80 / -6.72 eV.

***

[2]
The following is a DFT calculation (ωB97M-V/def2-TZVPD) of C16H31N2SSm as an isolated structure at a distorted geometry.

Geometry (Å):
1 C 1.556881 2.207945 -0.752844
2 H 2.463258 2.823203 -0.771033
3 H 1.739867 1.441682 -1.538994
4 H 1.584817 1.726064 0.274732
5 C 0.308447 3.057786 -1.018165
6 H -0.514856 2.448534 -1.448111
7 H -0.075905 3.466183 -0.071786
8 C 0.590348 4.218150 -1.991589
9 H -0.282691 4.870732 -2.086811
10 H 1.427245 4.817161 -1.618640
11 H 0.845440 3.853213 -2.994473
12 C -0.972713 -1.930017 -0.345745
13 C -1.630417 -1.115963 -1.329790
14 C -0.649587 -0.727135 -2.316627
15 C 0.620449 -1.277626 -1.921182
16 C 0.413734 -2.034237 -0.714921
17 C 1.428736 -2.836001 0.017526
18 C 1.891634 -1.197873 -2.695371
19 C -0.910663 0.016262 -3.583586
20 C -3.065110 -0.728096 -1.286522
21 C -1.595727 -2.537261 0.859663
22 Sm -0.088214 0.310997 -0.114517
23 H 2.712646 -1.658422 -2.138108
24 H 1.832070 -1.711758 -3.667155
25 H 2.170306 -0.157863 -2.903532
26 H 2.434442 -2.657627 -0.373416
27 H 1.445910 -2.591784 1.090396
28 H 1.219864 -3.914505 -0.063258
29 H -2.475848 -1.971779 1.188730
30 H -1.918439 -3.560679 0.617579
31 H -0.898874 -2.598448 1.704570
32 H -3.302178 0.102947 -1.954542
33 H -3.675189 -1.586791 -1.593892
34 H -3.411825 -0.441870 -0.283653
35 H -0.250194 0.895421 -3.695846
36 H -0.733864 -0.634806 -4.456543
37 H -1.953066 0.361975 -3.624672
38 C 0.517441 1.535015 5.939092
39 N 1.031597 0.945096 4.699567
40 C 0.400529 0.056567 3.928553
41 S 1.062149 -0.246715 2.335313
42 N -0.649397 -0.649127 4.420384
43 C -0.614620 -1.278787 5.754982
44 H -0.508757 1.202728 6.122713
45 H 0.537082 2.624602 5.838341
46 H 1.163224 1.243687 6.774367
47 H 1.805776 1.414058 4.231160
48 H -1.129437 -1.198198 3.707539
49 H -1.480684 -0.932033 6.331201
50 H -0.681843 -2.367622 5.645502
51 H 0.304306 -1.032484 6.292614

Atomic forces in eV per Å
C 0.87 -0.15 0.34
H -0.22 -0.08 0.07
H -0.09 0.20 0.26
H 0.56 0.83 -0.77
C -0.23 0.21 0.07
H 0.02 0.13 -0.08
H 0.12 -0.01 -0.13
C -0.09 -0.13 -0.07
H 0.14 -0.16 0.05
H -0.16 -0.09 -0.05
H -0.01 0.02 0.26
C 0.53 -0.06 -1.26
C 1.03 -0.86 -0.44
C 0.00 -0.99 0.67
C -1.21 -0.77 0.17
C -0.89 -0.03 -0.67
C 0.44 -0.26 0.45
C 0.46 0.17 -0.15
C -0.05 0.47 -0.27
C -0.47 0.11 -0.08
C -0.23 -0.26 0.31
Sm -0.29 1.63 1.41
H -0.09 0.13 -0.17
H -0.16 0.13 0.32
H 0.06 -0.18 -0.14
H -0.15 -0.13 0.10
H 0.00 -0.18 -0.32
H 0.03 0.34 -0.07
H 0.02 -0.19 -0.07
H -0.04 0.24 0.20
H -0.03 -0.07 -0.24
H 0.03 -0.13 0.00
H -0.03 0.21 0.08
H 0.07 -0.10 -0.07
H -0.23 -0.30 -0.07
H -0.07 0.23 0.33
H 0.36 -0.07 -0.11
C 0.14 0.02 0.23
N -0.44 -0.33 -1.00
C -0.07 0.23 0.70
S -0.33 0.19 0.39
N 0.92 -0.07 -0.92
C -0.60 0.04 0.41
H 0.32 0.17 -0.10
H -0.02 -0.23 0.03
H -0.23 0.09 -0.08
H -0.19 -0.24 0.38
H 0.33 0.20 0.37
H 0.28 -0.17 0.02
H 0.08 0.30 -0.04
H -0.18 -0.06 -0.24

The energy relative to the best compared isomer or geometry (same formula, charge and spin) is 0.000 eV. The LUMO energy (alpha / beta) is -7.34 / -6.45 eV. As for the spin multiplicity: 6. The HOMO energy (alpha / beta) comes out at -14.88 / -14.78 eV. Its net charge is +2.

***

[3]
The following is a DFT calculation (ωB97M-V/def2-TZVPD) of C16H31N4O7RuS2 as an isolated structure.

Geometry (Å):
1 Ru -0.171297 -0.213520 0.233957
2 N -1.015553 -1.975848 -1.158035
3 C 0.002687 -2.697578 -1.933970
4 C 1.003522 -3.375490 -1.009202
5 N 1.524195 -2.489104 0.039365
6 C 2.772222 -1.833833 -0.336490
7 C 3.170080 -0.742942 0.654142
8 N 2.068347 0.201975 0.900578
9 C 1.617580 -3.199997 1.312175
10 C 0.239201 -3.419222 1.904493
11 N -0.446895 -2.136535 1.956593
12 H -1.649186 -2.579134 -0.646504
13 H -1.559482 -1.356673 -1.749890
14 H 0.504034 -1.953685 -2.540403
15 H -0.439213 -3.455751 -2.586941
16 H 1.821562 -3.790189 -1.611586
17 H 0.513651 -4.221743 -0.526255
18 H 2.597386 -1.361264 -1.300188
19 H 3.597272 -2.556224 -0.432021
20 H 4.035263 -0.224652 0.233648
21 H 3.492336 -1.163641 1.604394
22 H 2.104067 0.990005 0.264099
23 H 2.042277 0.575413 1.842063
24 H 2.183546 -2.591018 2.016807
25 H 2.147369 -4.157329 1.202415
26 H 0.339526 -3.884859 2.889110
27 H -0.344581 -4.102237 1.286313
28 H -0.102644 -1.558984 2.716335
29 H -1.447362 -2.217497 2.097253
30 O -2.969796 -0.342909 3.388499
31 S -2.332425 0.269259 2.254968
32 O -0.866552 0.478853 2.411704
33 O -2.555379 -0.474885 1.001366
34 C -2.932760 1.941358 2.166536
35 C -4.007254 2.258400 2.977588
36 C -4.392632 3.584516 3.131941
37 C -3.682851 4.589262 2.502962
38 C -2.614666 4.277260 1.670123
39 C -2.235099 2.958546 1.487830
40 S -1.038405 2.647073 0.190165
41 O 0.268823 2.240140 0.733161
42 O -0.992764 3.855625 -0.579339
43 O -1.610634 1.469830 -0.508634
44 H -4.510153 1.460775 3.505752
45 H -5.241180 3.827829 3.758252
46 H -3.966397 5.624230 2.644818
47 H -2.080040 5.048026 1.133432
48 C -0.140919 1.440411 -3.307511
49 C 1.094685 0.885968 -2.603133
50 C 1.965097 2.030821 -2.082783
51 C 1.913413 0.093437 -3.631012
52 O 0.752348 -0.022831 -1.564482
53 H 0.151140 2.144007 -4.089699
54 H -0.797217 1.953969 -2.610161
55 H -0.702239 0.621909 -3.768379
56 H 2.234985 2.714833 -2.889172
57 H 2.893599 1.628694 -1.659645
58 H 1.440865 2.603061 -1.319752
59 H 2.276474 0.748033 -4.426223
60 H 1.300637 -0.687710 -4.088080
61 H 2.777387 -0.376234 -3.153348

Atomic forces in eV per Å
Ru 0.25 -0.66 -0.35
N -0.09 0.14 0.14
C -0.11 0.02 0.18
C 0.01 0.16 0.04
N 0.08 -0.15 0.03
C -0.18 0.01 0.09
C -0.06 0.12 -0.10
N -0.15 -0.11 0.16
C -0.02 0.05 -0.11
C -0.12 0.04 0.01
N 0.20 0.12 0.06
H -0.05 -0.03 -0.08
H -0.10 -0.15 -0.07
H 0.00 -0.01 -0.06
H -0.01 -0.01 -0.03
H 0.01 -0.03 0.00
H 0.03 -0.03 -0.03
H 0.05 -0.08 -0.04
H 0.04 0.01 0.00
H 0.04 0.02 0.06
H 0.01 -0.01 0.02
H 0.04 0.07 0.07
H 0.17 0.03 0.00
H 0.03 -0.03 -0.01
H 0.03 -0.01 0.05
H 0.00 -0.06 0.00
H -0.03 -0.01 0.03
H -0.07 -0.06 0.08
H 0.00 -0.08 0.00
O -0.04 0.05 0.15
S 0.14 -0.25 -0.02
O -0.23 -0.14 -0.11
O -0.01 0.17 0.13
C 0.26 0.23 -0.04
C 0.06 0.04 -0.04
C -0.06 0.01 0.01
C -0.01 0.05 0.02
C 0.00 -0.09 0.02
C -0.26 -0.18 0.00
S 0.21 -0.10 -0.10
O -0.23 0.12 0.12
O -0.07 0.12 -0.14
O 0.15 0.19 0.08
H 0.00 0.02 0.01
H 0.02 -0.01 0.01
H 0.00 -0.01 -0.02
H -0.04 0.00 -0.02
C -0.16 -0.06 0.15
C 0.27 -0.12 -0.23
C -0.05 -0.06 0.18
C 0.00 -0.04 0.01
O -0.06 0.70 -0.16
H 0.02 -0.05 -0.03
H 0.03 0.02 -0.03
H 0.00 0.03 0.00
H 0.01 -0.05 -0.02
H 0.00 0.04 -0.02
H 0.01 0.03 0.01
H -0.01 -0.02 0.00
H 0.04 0.02 -0.01
H 0.00 0.04 -0.06

The energy relative to the best compared isomer or geometry (same formula, charge and spin) is 0.000 eV. The LUMO energy (alpha / beta) is 0.44 / -0.65 eV. As for the spin multiplicity: 6. The HOMO energy (alpha / beta) comes out at -8.41 / -9.07 eV.

***

[4]
The following is a DFT calculation (ωB97M-V/def2-TZVPD) of an isolated ion of composition C16H31N6O and charge +1 at a distorted geometry.

Geometry (Å):
1 C -1.928821 3.408393 -1.300618
2 H -2.667146 3.764210 -2.014039
3 H -1.556427 4.269966 -0.753821
4 C -2.577584 2.394133 -0.363865
5 H -2.909605 1.531540 -0.945623
6 H -3.469741 2.843692 0.073221
7 C -1.692327 1.914744 0.799040
8 C -1.460325 3.026033 1.818706
9 H -0.912345 2.654783 2.680008
10 H -2.419589 3.397518 2.168189
11 H -0.914005 3.860577 1.387689
12 H -2.218806 1.095970 1.299882
13 C -0.359204 1.329851 0.288295
14 N -0.617155 0.247594 -0.622970
15 N -1.554004 -0.615055 -0.371899
16 N -1.437959 -1.566068 -1.241676
17 C -0.397218 -1.352949 -2.074174
18 C 0.145719 -0.154079 -1.664701
19 H 0.979757 0.405200 -2.032076
20 C -0.015264 -2.309963 -3.139615
21 H 0.786445 -1.858847 -3.724181
22 H -0.865358 -2.467752 -3.806460
23 C 0.463326 -3.667995 -2.584832
24 H 0.955596 -3.518253 -1.622648
25 H 1.219177 -4.041236 -3.275790
26 C -0.603405 -4.763595 -2.454017
27 C -1.404418 -4.800958 -1.149444
28 N -2.555473 -3.884762 -1.166021
29 H -3.169231 -4.102782 -1.946577
30 H -3.090962 -3.982346 -0.308174
31 H -2.029026 -2.522899 -1.203523
32 H -0.768383 -4.516919 -0.307814
33 H -1.740855 -5.829981 -0.982060
34 H -0.083948 -5.719934 -2.525705
35 H -1.291062 -4.712617 -3.300812
36 H 0.236124 2.077278 -0.235585
37 C 0.420893 0.654349 1.458651
38 O 0.142598 -0.500539 1.726877
39 N 1.344947 1.363458 2.114223
40 C 1.890412 2.667412 1.799254
41 H 1.824333 3.290996 2.698144
42 C 3.373771 2.506156 1.398288
43 N 4.154735 1.835276 2.408674
44 H 4.270020 2.428049 3.224284
45 C 3.558435 0.570249 2.780221
46 H 3.625600 -0.097635 1.915691
47 C 2.084245 0.714697 3.190854
48 H 2.001297 1.334719 4.089299
49 H 1.633163 -0.258752 3.380094
50 H 4.129697 0.133421 3.599116
51 H 3.433072 1.907597 0.482790
52 H 3.809172 3.486325 1.200643
53 H 1.336539 3.160206 1.005176
54 H -1.109429 2.971527 -1.868589

Atomic forces in eV per Å
C -0.16 -0.14 0.14
H 0.01 0.07 -0.10
H 0.09 0.14 0.00
C 0.13 -0.03 -0.01
H -0.09 0.03 0.03
H -0.07 -0.07 0.03
C -0.13 0.13 -0.12
C 0.02 -0.22 -0.09
H 0.07 0.05 0.13
H -0.07 0.05 0.04
H 0.07 0.14 -0.01
H 0.10 0.06 -0.02
C -0.06 0.24 1.08
N -0.03 -0.67 -0.91
N -0.85 0.06 0.71
N 0.60 0.55 -0.14
C 0.38 0.63 -0.05
C -0.17 -0.66 -0.39
H 0.18 0.15 -0.05
C 0.17 -0.19 0.06
H -0.09 0.02 -0.03
H 0.05 0.06 -0.11
C -0.09 -0.04 -0.25
H 0.11 -0.02 0.01
H 0.04 0.01 0.05
C 0.13 0.08 0.33
C 0.15 -0.40 -0.14
N -0.19 -0.01 -0.01
H -0.05 -0.03 0.12
H -0.10 -0.04 -0.09
H -0.23 0.03 0.07
H -0.01 -0.05 -0.01
H 0.03 0.15 0.06
H -0.08 -0.02 -0.04
H -0.03 -0.10 -0.11
H -0.12 -0.12 -0.08
C -0.15 0.09 -0.40
O -0.04 -0.14 0.09
N 0.19 0.06 0.34
C 0.39 0.18 -0.38
H -0.05 0.02 -0.09
C -0.32 0.27 0.09
N 0.27 0.10 0.10
H 0.05 -0.02 -0.06
C -0.30 -0.01 0.24
H -0.02 -0.07 0.07
C 0.27 -0.47 0.09
H 0.01 -0.02 -0.02
H 0.02 0.14 0.04
H -0.01 -0.07 -0.03
H -0.05 0.08 -0.06
H -0.02 -0.01 -0.07
H -0.07 0.02 0.03
H 0.12 0.00 -0.09

The energy relative to the best compared isomer or geometry (same formula, charge and spin) is 0.229 eV. The LUMO energy is -2.09 eV. As for the spin multiplicity: 1. The HOMO energy comes out at -11.05 eV. The SMILES is CC[C@H](C)[C@@H](C(=O)N1CCNCC1)n1cc(CCCCN)[nH+]n1. Its net charge is +1.

***

| no. | E_tot (Eh) |
| --- | --- |
| 1 | -1511.88146 |
| 2 | -1793.37882 |
| 3 | -2265.20960 |
| 4 | -1031.83280 |